(1)
The following is a quantum chemistry calculation of C4H10O2 in the gas phase, from the Open Molecules 2025 dataset.

```
16
Properties=species:S:1:pos:R:3:forces:R:3
C -2.1814 -0.6064 -0.3214 0.2 0.0 0.2
C -1.0500 0.2551 0.2956 -0.1 0.0 0.6
C 0.3684 -0.2940 0.0905 -0.2 0.1 -0.6
O 0.2330 -0.5686 -1.2749 0.5 -0.6 -1.2
C 1.5501 0.6806 0.2246 -0.6 0.0 0.3
O 2.5682 0.0295 -0.5329 0.4 0.5 0.1
H -3.1486 -0.1257 -0.1124 0.3 -0.2 0.0
H -2.0941 -0.7226 -1.4095 0.1 0.2 0.4
H -2.1861 -1.6110 0.1157 -0.1 0.1 0.0
H -1.0955 1.2379 -0.2064 0.2 -0.3 0.4
H -1.2275 0.3818 1.3528 -0.3 0.3 0.4
H 0.7358 -1.2199 0.6253 -1.1 0.6 -0.1
H 1.1159 -0.6557 -1.6251 0.6 -0.2 -0.4
H 1.9009 0.8047 1.2571 -0.3 0.0 0.0
H 1.3079 1.6711 -0.2009 0.0 -0.4 0.1
H 3.1809 0.7257 -0.7679 0.4 -0.1 -0.2
```
Forces are in eV/Å.

Values from the calculation:
LUMO level	0.80	eV
M	90.12	g mol⁻¹
gap between HOMO and LUMO	10.78	eV

natural (NBO) population analysis, charges in e, atoms 1 to 4: number 1, C, carries -0.60; number 2, C, carries -0.40; number 3, C, carries 0.07; number 4, O, carries -0.73

=====

(2)
The following is a quantum chemistry calculation of a gas-phase ion, C20H16F4NO (charge +1), from the Open Molecules 2025 dataset.

```
42
Properties=species:S:1:pos:R:3:forces:R:3
F -1.6000 4.4738 -1.9097 0.1 -1.6 0.3
C -1.5864 3.1284 -1.6170 0.0 0.7 -0.7
C -2.8004 2.5169 -1.3227 0.2 -0.2 0.2
C -2.7390 1.1484 -1.0818 -0.7 -0.3 -0.1
F -3.8967 0.4769 -0.7439 1.4 0.7 -0.6
C -1.5588 0.4206 -1.1968 -0.4 -0.2 0.6
C -0.3361 1.0876 -1.3078 -0.6 0.3 -0.9
C 0.9356 0.2528 -1.2226 -0.1 1.0 -1.8
C 2.2684 0.9932 -1.2389 0.4 -0.3 0.7
C 3.4352 0.3071 -1.6347 -0.1 0.5 -0.3
C 4.6264 1.0353 -1.6575 0.8 -0.6 -0.4
F 5.7755 0.3962 -2.0666 -1.4 0.8 0.4
C 4.7049 2.3882 -1.3221 -0.2 -0.3 0.3
C 3.5734 2.9351 -0.7321 -0.1 1.1 0.1
F 3.6040 4.2527 -0.3165 0.0 -1.8 -0.4
C 2.3665 2.2418 -0.6229 0.3 0.3 -0.2
C -0.3713 2.4415 -1.6868 0.0 0.2 0.6
H -3.7471 3.0609 -1.3191 0.4 -0.1 0.1
H -1.6131 -0.6650 -1.1972 -0.1 0.4 0.3
H 0.9379 -0.4356 -2.0750 0.0 -0.1 0.2
H 3.4153 -0.7453 -1.9551 0.1 0.6 0.0
H 5.6044 2.9765 -1.4832 -0.1 -0.2 0.2
H 1.5129 2.7020 -0.1244 0.4 0.0 -0.3
H 0.5265 2.9719 -2.0043 -0.4 0.0 0.2
C -3.5223 -3.3733 3.7155 0.2 0.0 -0.2
O -3.0197 -3.6350 2.3897 0.6 0.4 -0.1
C -1.9887 -2.9010 1.8996 -0.2 0.1 0.4
C -1.6006 -3.1819 0.5681 0.3 0.3 0.3
C -0.6095 -2.4098 -0.0316 -0.5 -0.4 0.0
C -0.0549 -1.3396 0.6556 -0.6 -0.5 0.3
N 1.0091 -0.5544 0.0018 0.8 -1.4 2.3
C -0.3491 -1.1154 1.9930 -0.2 0.0 0.2
C -1.3069 -1.9072 2.6399 -0.2 -0.4 -0.4
H -4.4165 -3.9932 3.7947 0.2 0.2 0.1
H -2.7941 -3.6697 4.4814 -0.1 0.0 -0.2
H -3.7813 -2.3143 3.8432 0.0 -0.2 -0.1
H -2.0691 -4.0200 0.0533 0.1 0.3 0.1
H -0.3044 -2.6091 -1.0624 -0.1 -0.1 0.3
H 1.3623 0.0505 0.7565 0.1 0.0 -0.3
H 1.7580 -1.2516 -0.1413 0.0 0.6 0.0
H 0.1696 -0.3439 2.5717 -0.2 -0.2 -0.2
H -1.5199 -1.7932 3.7097 0.1 0.2 -0.6
```
Forces are in eV/Å.

Values from the calculation:
LUMO level	-3.07	eV
M	362.35	g mol⁻¹
net charge	+1
gap between HOMO and LUMO	9.13	eV

natural (NBO) population analysis, charges in e, atoms 1 to 4: number 1, F, carries -0.31; number 2, C, carries 0.43; number 3, C, carries -0.32; number 4, C, carries 0.43

=====

(3)
The following is a quantum chemistry calculation of C5H12O2 in the gas phase, from the Open Molecules 2025 dataset.

```
19
Properties=species:S:1:pos:R:3:forces:R:3
C -0.3136 -0.4089 -0.4457 0.5 0.4 -0.3
C 0.7566 -0.0529 0.6248 -0.4 -0.4 0.3
C 0.3912 -1.0317 -1.6513 -0.2 0.1 0.4
C -1.0903 0.8359 -0.8766 0.2 -0.3 0.1
C 0.1618 0.4250 1.9513 0.1 -0.1 -0.4
O -1.1879 -1.4006 0.0660 -0.1 -0.2 0.1
O 1.6041 0.9296 0.0639 0.2 0.3 -0.1
H -1.8310 -0.9771 0.6444 0.0 0.0 0.0
H 2.2647 1.1718 0.7215 0.0 0.0 -0.1
H -0.3338 -1.2429 -2.4318 -0.1 0.0 -0.1
H 1.3306 -0.9743 0.8195 -0.1 0.1 -0.1
H 1.1463 -0.3484 -2.0253 0.1 0.0 -0.1
H 0.8603 -1.9654 -1.3542 0.1 -0.1 0.0
H -0.4997 -0.3316 2.3651 0.0 -0.1 0.1
H 0.9626 0.6017 2.6687 0.0 0.0 0.1
H -1.7584 0.5849 -1.6969 -0.1 0.0 -0.1
H -1.6863 1.2291 -0.0547 -0.1 0.1 0.1
H -0.3925 1.6004 -1.2034 0.0 0.1 0.0
H -0.3846 1.3553 1.8145 -0.1 0.1 0.0
```
Forces are in eV/Å.

Values from the calculation:
LUMO level	0.80	eV
M	104.15	g mol⁻¹
gap between HOMO and LUMO	10.93	eV

natural (NBO) population analysis, charges in e, atoms 1 to 4: number 1, C, carries 0.24; number 2, C, carries 0.09; number 3, C, carries -0.62; number 4, C, carries -0.64

=====

(4)
The following is a quantum chemistry calculation of 6 unconnected molecules or ions with the total composition C11H30F6N2O8S2, from the Open Molecules 2025 dataset.

```
59
Properties=species:S:1:pos:R:3:forces:R:3
N -0.0526 -0.2982 -1.1335 1.3 -0.5 -0.4
H 0.2786 -0.1358 -2.0737 -0.7 0.8 -1.0
H 0.8544 -0.3861 -0.6977 0.6 0.0 1.5
H -0.5242 -1.1893 -1.0734 0.2 0.3 0.0
H -0.6457 0.4001 -0.7083 -0.5 1.3 0.2
C -1.9813 -2.2744 1.5876 0.5 -0.4 -1.5
F -0.8257 -1.6747 1.8493 -0.2 -0.1 0.5
F -2.4835 -2.9339 2.6158 0.6 0.6 -0.8
F -2.8330 -1.3713 1.1088 0.2 -0.7 0.3
S -1.5852 -3.5949 0.1638 -2.7 -2.7 5.0
O -0.4453 -4.4025 0.5779 -1.2 1.6 -1.4
O -2.9089 -4.2813 0.1284 3.0 2.2 -0.7
N -1.1898 -2.5646 -1.1667 -1.3 -0.6 4.6
S -1.3873 -3.3729 -2.3879 -1.5 -2.6 -7.6
O -0.1058 -3.5122 -3.0623 -0.4 -0.3 0.8
O -2.2827 -4.5011 -2.2801 1.3 0.1 -0.1
C -2.4402 -2.2924 -3.5011 2.4 2.1 -1.7
F -3.4539 -1.8734 -2.7796 -0.6 -0.6 -0.8
F -1.6916 -1.1501 -3.8310 -0.8 -1.4 0.8
F -2.6667 -2.8708 -4.7102 -0.5 0.3 2.5
O 0.7322 1.1248 -3.2996 0.1 -0.1 -0.1
H 0.4330 2.0137 -3.1086 -0.2 0.2 0.2
H 1.4117 1.2378 -3.9642 0.2 -0.1 -0.3
C 3.1891 -0.7998 2.2530 0.5 -0.3 -0.3
C 2.9851 -1.7608 1.0809 1.6 -0.3 -1.0
C 2.3413 -3.1166 1.4613 -0.9 1.4 -0.6
O 2.4576 -1.0624 -0.0802 -1.7 0.4 0.2
H 3.7836 0.0876 2.0356 0.0 0.0 -0.6
H 3.8261 -1.3538 2.9425 -0.3 0.0 0.4
H 2.2891 -0.4347 2.7478 -0.2 -0.4 0.0
H 3.9352 -2.0071 0.6068 0.7 -0.1 1.1
H 3.0608 -3.9332 1.5205 0.0 0.3 0.7
H 1.6238 -3.4479 0.7106 0.1 0.2 -0.2
H 1.7334 -2.8775 2.3339 0.2 -0.9 0.4
H 2.4184 -1.7000 -0.7968 0.3 -0.3 -0.1
C -3.7288 1.5419 0.4826 1.8 0.8 0.1
C -2.4571 2.4678 0.2937 -2.0 -1.2 0.5
C -2.2743 3.4487 1.4179 -0.2 0.1 -0.8
O -1.3109 1.6416 0.2029 -0.3 -0.9 0.2
H -3.5612 0.8505 1.3085 0.3 -0.2 -0.2
H -3.7853 1.0394 -0.4830 -0.8 -0.3 0.3
H -4.6080 2.0925 0.8170 0.0 0.2 -0.8
H -2.5534 2.9322 -0.6876 -0.2 0.6 0.1
H -3.1669 4.0743 1.4200 0.3 0.4 0.3
H -1.3793 4.0044 1.1381 -0.1 0.5 0.5
H -2.1545 2.9617 2.3857 0.0 0.0 -0.1
H -0.5693 2.2492 0.1520 0.4 0.2 -0.3
C 1.1671 2.3276 1.6661 0.5 0.3 -0.8
C 1.7371 3.1792 0.4836 2.1 -3.0 1.0
C 3.1347 2.6548 -0.0329 -0.1 0.6 0.8
O 0.8413 3.0305 -0.6090 -0.2 1.1 0.1
H 1.9892 2.0503 2.3259 -0.2 0.3 0.2
H 0.7236 1.3949 1.3175 0.3 -0.1 -0.1
H 0.3589 2.8406 2.1873 0.3 0.1 0.2
H 1.9926 4.1643 0.8741 -0.9 0.5 -0.5
H 3.3101 1.5960 -0.2236 -0.9 -0.1 -0.3
H 3.9269 2.8681 0.6848 -0.1 0.4 0.2
H 3.3634 3.2545 -0.9139 0.2 -0.2 -0.2
H 1.1541 3.6447 -1.2773 -0.2 0.1 -0.3
```
Forces are in eV/Å.

Values from the calculation:
<S²>	0.76
LUMO level (alpha / beta)	-2.97 / -8.99	eV
M	496.49	g mol⁻¹
multiplicity	2
net charge	+1
gap between HOMO and LUMO (alpha / beta)	10.32 / 4.30	eV

natural (NBO) population analysis, charges in e, atoms 1 to 4: number 1, N, carries -0.92; number 2, H, carries 0.45; number 3, H, carries 0.45; number 4, H, carries 0.40

=====

(5)
The following is a quantum chemistry calculation of a molecular structure, C7H14N2O4, from the Open Molecules 2025 dataset.

```
27
Properties=species:S:1:pos:R:3:forces:R:3
C 0.0193 1.8362 -2.1208 0.6 0.4 1.7
C -0.7994 0.7857 -1.1699 0.9 3.3 -2.7
C 0.3596 1.3729 -3.5424 -0.4 -2.9 -2.5
C -0.6852 -0.3755 0.8996 2.4 -0.7 -1.2
C -0.1975 -0.1141 2.2490 0.1 -0.3 3.0
C 0.0162 -1.8183 0.7870 0.9 1.3 1.0
C -0.3655 -2.4534 -0.4884 -1.2 -3.0 -4.8
H 1.6308 2.6504 -2.4534 0.9 -2.4 4.7
H 1.9701 0.9526 -1.3920 -2.0 3.6 -1.2
H -0.3381 3.0030 -2.0505 0.1 -3.2 -0.3
H 1.1799 2.0222 -4.1062 -1.9 -1.0 1.2
H -0.6106 1.2159 -4.2888 2.6 0.5 2.0
H 0.9379 0.2277 -3.4414 -1.8 3.2 -0.3
H 0.8740 1.0976 -0.1866 -2.3 -1.5 1.7
H -1.7072 -0.2022 0.6060 -0.9 -1.1 0.8
H -0.2980 -2.5124 1.5334 -0.4 0.2 0.9
H 2.0147 -1.4064 0.2520 -2.2 -0.6 4.6
H 0.4322 -2.4343 -1.4646 -1.8 -0.3 3.0
H -0.7793 -3.7157 -0.2258 1.6 4.0 -1.3
H -1.2986 -1.9055 -1.0331 2.0 -1.3 1.7
H -0.1971 -0.3162 4.0205 -1.1 -2.6 -1.5
N 1.3406 1.9697 -1.4045 3.0 0.8 -4.9
N -0.0516 0.4796 -0.1285 1.5 0.2 1.0
O -1.9339 0.5176 -1.4524 -1.4 -1.1 0.1
O 0.6926 0.6099 2.5581 0.5 2.0 -0.5
O 1.4797 -1.5606 1.2541 -0.1 -0.5 -6.7
O -0.6032 -0.9696 3.2999 0.4 3.1 0.4
```
Forces are in eV/Å.

Values from the calculation:
LUMO level	0.28	eV
M	190.20	g mol⁻¹
gap between HOMO and LUMO	10.02	eV

natural (NBO) population analysis, charges in e, atoms 1 to 4: number 1, C, carries -0.17; number 2, C, carries 0.68; number 3, C, carries -0.65; number 4, C, carries -0.19